[1]
Below is 3 unconnected molecules or ions with the total composition C2H3F2IO in a non-equilibrium geometry, with properties calculated with wB97M-V/def2-TZVPD.

Gap between HOMO and LUMO ... 0.3449 Eh
LUMO level ... -0.75 eV
Strongest force on any atom ... 8.841 eV Å⁻¹
Relative energy (zero: lowest compared OMol25 entry of this formula, charge and spin) ... 62.4 kcal/mol
Multiplicity ... 1

Cartesian coordinates (Å):
C: 1.2417 -0.3039 0.2198
C: -0.1091 0.0192 0.4019
O: -1.1132 -0.7461 0.5024
F: -0.3617 1.3811 0.5639
F: -2.0714 -0.0209 -1.6322
I: 2.2999 -0.6034 2.0994
H: 1.2540 -1.2872 -0.3412
H: 1.7614 0.6018 -0.1290
H: -2.9016 0.9593 -1.6850

Atoms 1-3, force components in eV/Å:
2.595 -0.959 -0.573
-8.434 -1.653 2.076
5.221 3.294 -0.256



[2]
Below is a molecular structure, C2H7N4P in a non-equilibrium geometry, with properties calculated with wB97M-V/def2-TZVPD.

Gap between HOMO and LUMO ... 0.3733 Eh
LUMO level ... -9.63 eV
Net charge ... +2
Strongest force on any atom ... 5.269 eV Å⁻¹
Relative energy (zero: lowest compared OMol25 entry of this formula, charge and spin) ... 15.4 kcal/mol
Multiplicity ... 1

Cartesian coordinates (Å):
C: 1.0493 1.2425 0.2942
C: 1.1087 -1.1305 0.1593
N: -0.2087 1.2859 0.5512
N: 1.7156 0.0787 0.1362
N: -0.1512 -1.2875 0.3586
N: -2.1674 -0.0222 -0.7640
P: -1.5074 -0.1113 0.7077
H: 1.6428 2.1534 0.1851
H: 1.7631 -1.9833 -0.0259
H: -0.6056 2.2176 0.6770
H: 2.7236 0.1096 -0.0208
H: -0.4738 -2.5749 0.2665
H: -1.7154 -0.0370 -1.6701
H: -3.1738 0.0590 -0.8552

Atoms 1-3, force components in eV/Å:
0.078 0.547 0.007
0.418 -0.183 -0.164
-0.353 -0.543 0.208



[3]
Below is a single C2H6N4 molecule in a non-equilibrium geometry, with properties calculated with wB97M-V/def2-TZVPD.

Gap between HOMO and LUMO ... 0.3307 Eh
SMILES string ... [H]/N=C(N)/C=N/N
LUMO level ... 0.40 eV
Strongest force on any atom ... 6.832 eV Å⁻¹
Relative energy (zero: lowest compared OMol25 entry of this formula, charge and spin) ... 99.0 kcal/mol
Multiplicity ... 1

Cartesian coordinates (Å):
C: -0.0652 0.2810 -0.0359
C: 0.3309 -1.0678 0.0059
H: 0.9352 3.3119 -0.3466
H: -0.7716 3.0780 -0.4239
H: -1.1773 0.2792 0.2421
H: -0.6918 -1.4932 1.6246
H: -0.9279 -2.8486 0.6355
H: 1.2233 -2.4631 -1.0200
N: 0.1114 2.6676 -0.0839
N: 0.6379 1.3684 -0.1527
N: -0.8487 -1.7404 0.5326
N: 1.2437 -1.3730 -0.9776

Atoms 1-3, force components in eV/Å:
-2.388 5.471 1.898
2.150 -2.325 -6.054
-2.117 -1.469 0.611